No. 1
# C44H92BF4N4O40P4

A cluster of 13 separate species, C44H92BF4N4O40P4 in total (wB97M-V/def2-TZVPD, the Open Molecules 2025 dataset).

The value obtained for the orbital gap is 7.851 eV. The charge is -1. The calculation puts the highest occupied orbital energy at -6.50 eV. The value obtained for the total energy is -6750.5133 hartree.

Geometry as XYZ:
```
189
Properties=species:S:1:pos:R:3:lowdin_charge:R:1
P 4.2255 -1.4456 5.0524 0.4584
P 3.9965 -7.6782 3.1021 0.4169
P 3.4385 4.6567 2.3641 0.5524
P -5.6571 1.3558 -1.7099 0.4305
F -3.0118 -5.6980 4.5348 0.0595
F -0.0341 -1.4236 -2.7225 0.1230
F 3.3029 -2.8291 -1.0179 0.0616
F -0.3722 3.6323 -6.2686 0.0501
O 4.0785 -6.0690 3.3016 -0.2112
O -1.7898 1.9006 -1.9568 0.1414
O -4.1622 -5.2537 -3.6616 -0.1660
O 2.9642 -0.4119 5.1043 -0.2588
O -1.6875 -3.0331 2.2433 0.0632
O -2.5359 -7.8831 2.5240 0.0903
O 1.2755 -2.7022 1.5611 0.1124
O -7.0219 1.6431 -0.9475 -0.2246
O 2.8458 4.1536 0.8642 -0.2950
O -5.2640 2.7934 -2.2852 -0.2234
O 4.8600 -8.2832 4.3049 -0.2275
O 1.8161 -2.0558 -6.5732 0.1459
O 5.0948 -1.0813 6.1767 -0.2356
O -0.8829 6.9820 -2.5983 -0.1998
O 0.5873 -0.5719 0.8973 0.2159
O -1.4324 -9.4434 3.8249 0.1183
O -4.2595 3.1719 -7.8853 0.1110
O -0.2650 -2.5299 -5.7863 0.0807
O 3.0380 3.5387 3.5354 -0.2108
O 3.1441 6.0786 2.6663 -0.2493
O 2.5022 -7.9742 3.6098 -0.2076
O 2.1856 2.8347 -2.8713 -0.1833
O -5.7779 0.2104 -2.6317 -0.2288
O -1.5565 3.5048 0.4124 0.0977
O 2.0791 -3.6595 -2.8513 0.0800
O 3.3388 -4.1058 -4.8312 0.1507
O -1.2636 -7.2342 4.1995 0.1316
O -1.6609 -0.8931 1.5282 0.2045
O 3.9521 -4.7995 -2.7364 0.0757
O -4.5758 1.1438 -0.4854 -0.2064
O 3.6381 -2.9487 4.9258 -0.2115
O -2.7672 3.5101 -6.1815 0.1197
O 0.9389 -1.1196 -4.6932 0.1164
O -0.8742 1.4667 1.3677 0.2076
O -2.2625 1.9543 -7.6014 0.0886
O 5.0650 4.4551 2.1803 -0.2411
O 4.8965 -1.2161 3.5873 -0.2119
O -1.7517 4.9811 5.9195 -0.2299
O 4.2487 -8.1430 1.7304 -0.2318
O -1.0947 0.1946 -0.5528 0.1889
N 5.3215 4.5718 -2.2899 0.0265
N -2.6435 3.7169 3.1119 0.0278
N -3.8238 5.3557 -1.1629 0.0484
N -2.4473 -4.7921 -0.3728 0.0241
C 3.1519 -5.3139 2.5561 -0.1317
C -8.1769 2.0167 -1.6839 -0.0855
C -1.6342 4.6813 3.3095 -0.4232
C 3.0787 -4.2830 -3.6377 -0.4322
C -0.2741 -1.1094 -3.9481 -0.3437
C -3.5480 -4.6728 -1.3316 -0.3692
C 6.2757 -8.2436 4.4780 -0.0748
C -3.1976 -5.4637 -2.5833 -0.1902
C -1.4228 1.4719 -0.9088 -0.3740
C 2.8997 2.1903 3.1812 -0.1351
C 1.7776 1.4783 -2.5036 -0.0743
C -3.1721 2.8756 -7.3267 -0.4696
C -3.5184 -5.7097 -4.8575 -0.1155
C -4.7508 0.0313 0.3461 -0.1197
C -4.5873 2.8032 -3.5538 -0.0911
C 3.5793 3.0329 -2.4721 -0.1747
C -1.9698 6.9480 -1.5609 -0.1190
C -3.7098 -3.1104 -1.4340 -0.0492
C 1.6042 4.7864 0.4187 -0.0580
C -2.5895 -6.5311 2.4075 -0.1207
C -2.1527 6.0391 2.6813 -0.0397
C -3.1718 6.1895 -2.1579 -0.4231
C 3.2539 -5.0777 -1.5421 -0.0927
C -0.9613 -2.2981 -4.6180 -0.0703
C 0.4627 -1.7887 1.4968 -0.3089
C -1.4704 1.6561 -6.5135 -0.0686
C -1.5201 3.0103 -5.8156 -0.2842
C -0.8724 4.7010 4.6937 -0.0974
C -0.0288 5.8355 -2.7404 -0.1011
C 4.1733 4.5321 -4.3693 -0.0590
C 4.0253 4.4213 -2.8751 -0.4552
C 2.4746 -3.8412 -1.4508 -0.2845
C -1.0371 -2.0158 1.8427 -0.2940
C -4.2251 7.1432 -2.7987 -0.0447
C 3.8524 -3.8168 6.0693 -0.0947
C -1.6721 -8.2847 3.4900 -0.5159
C 2.1937 -9.2984 3.8661 -0.1311
C -1.0985 4.7904 7.2027 -0.1054
C 2.3957 0.1470 6.2911 -0.0961
C 5.7033 5.0183 1.0406 -0.1252
C -1.9657 -6.0525 3.7341 -0.2452
C 0.9302 -1.9801 -5.7423 -0.5487
C 3.9922 -1.2456 2.5060 -0.1171
C -1.3597 2.2819 0.3578 -0.2796
B -0.7405 0.0746 0.8726 -0.8868
H 1.3703 -0.1485 6.5132 0.0859
H -7.7460 2.5558 -2.5276 0.0809
H -3.9233 7.7828 -3.6282 0.0768
H 0.8256 5.9841 -2.0801 0.0644
H 4.2302 2.2639 -2.8881 0.1311
H -0.1824 5.3133 6.9278 0.0769
H -3.7101 -0.2919 0.3230 0.0756
H -4.4375 -5.0548 -0.8306 0.1394
H -0.7460 -0.1270 -3.9655 0.1545
H -1.6057 -4.3396 -0.7001 0.0692
H -4.5064 3.8213 -3.9348 0.0847
H -0.8707 4.2355 2.6720 0.0896
H -8.7057 2.6973 -1.0166 0.0919
H -2.6949 -4.2474 0.4410 0.0400
H 2.7611 1.9630 2.1242 0.0844
H 5.9370 3.9382 -2.7797 0.0754
H 2.9125 -9.7974 4.5160 0.0862
H -2.1617 7.9929 -1.3168 0.1170
H -0.0574 5.4030 4.5178 0.1131
H -1.2955 6.5980 2.3057 0.0590
H -3.0967 -6.7025 -4.7004 0.0883
H -0.8017 -3.2490 -4.1095 0.1333
H 5.1438 5.9279 0.8220 0.0801
H -0.8175 3.7607 7.4238 0.0681
H -5.2775 -0.0644 1.2956 0.1056
H 2.9816 -0.9373 2.7740 0.0730
H 1.2166 4.2335 -0.4370 0.0717
H -4.6412 7.7609 -2.0029 0.0730
H 0.9435 4.8314 1.2844 0.0784
H -0.4084 3.7304 4.8690 0.1053
H -3.6238 2.3729 -3.2807 0.0653
H -4.2481 -5.8809 -5.6489 0.0811
H 0.2831 5.5989 -3.7577 0.0795
H -2.8839 -4.9455 -5.3063 0.0778
H -5.0775 2.3275 -4.4032 0.0931
H -2.7028 5.4384 -2.7937 0.1119
H 4.5342 -4.6548 5.9243 0.0843
H 2.4016 -4.8698 3.2103 0.0882
H -0.5388 4.8998 -2.5114 0.0689
H -2.0323 -2.3415 -4.8158 0.1427
H 3.8676 -5.0110 -0.6437 0.1394
H 5.7077 5.4298 -2.6570 0.0793
H 2.0375 1.8884 3.7759 0.0862
H -2.9376 -2.4148 -1.7626 0.0726
H -1.7655 6.4875 -0.5943 0.1026
H 4.5433 5.5225 -4.6342 0.0777
H 6.7228 -9.2367 4.5235 0.0884
H 4.1550 -2.2827 2.2129 0.0784
H -3.9570 -2.6304 -0.4871 0.0522
H 6.5140 -7.9205 5.4913 0.0847
H -1.4813 2.9988 -4.7264 0.1593
H 6.6983 5.2654 1.4106 0.0845
H -2.6612 3.4045 2.1516 0.0429
H 6.6273 -7.5427 3.7209 0.0939
H -3.2400 4.5907 -0.8563 0.0470
H 2.4973 1.2312 6.3379 0.0899
H 4.4320 -0.6211 1.7283 0.1007
H 3.7004 1.5063 3.4625 0.0765
H 2.3326 0.6773 -2.9919 0.0846
H -1.8990 -6.1136 1.6746 0.1086
H -2.6260 2.9892 3.8121 0.0779
H 2.1478 5.6429 0.0200 0.0888
H -4.6839 4.9704 -1.5260 0.0460
H -0.5145 1.2548 -6.8501 0.1529
H -2.9041 5.8960 1.9048 0.0568
H -3.5470 -6.0649 2.1750 0.1453
H 1.6557 -3.8810 -0.7326 0.1565
H 1.9114 1.2021 -1.4577 0.0893
H 2.5420 -5.8871 1.8579 0.0811
H -2.6444 6.7803 3.3114 0.0640
H 0.7444 1.2865 -2.7930 0.0600
H 2.7606 -6.0490 -1.5048 0.1532
H 3.4683 5.2408 -2.4211 0.1414
H -2.1687 -5.2682 -2.8857 0.1109
H 4.8971 3.8173 -4.7608 0.0853
H -5.2114 -0.7935 -0.1978 0.0671
H -4.6020 -2.8531 -2.0049 0.0709
H 3.9343 -3.3681 7.0593 0.0860
H 2.9187 -0.2498 7.1612 0.0762
H 3.2164 4.4094 -4.8767 0.0778
H -1.2296 -5.2507 3.6750 0.1533
H 5.8659 4.4446 0.1282 0.0569
H -1.9977 0.8663 -5.9784 0.1375
H 1.2542 -9.2882 4.4188 0.0819
H 3.6668 -4.5758 1.9412 0.0779
H -8.8219 1.1756 -1.9381 0.0931
H 2.0029 -9.8418 2.9407 0.0991
H -5.1236 6.5870 -3.0659 0.0582
H -1.7639 5.1775 7.9743 0.0825
H 2.9259 -4.3770 6.1949 0.0813
H 3.5178 2.9403 -1.3878 0.1096
H -3.1890 -6.4878 -2.2101 0.1219
```


No. 2
# C44H98Cl8

A structure of composition C44H98Cl8 (wB97M-V/def2-TZVPD, the Open Molecules 2025 dataset).

The value obtained for the orbital gap is 8.917 eV. The calculation puts the highest occupied orbital energy at -8.76 eV. The value obtained for the total energy is -5415.7731 hartree.

Geometry as XYZ:
```
150
Properties=species:S:1:pos:R:3:lowdin_charge:R:1
Cl 1.5237 3.0999 0.5754 0.8455
Cl -3.6813 3.6778 5.3158 0.5862
Cl -1.4966 4.8274 3.7251 0.6643
Cl -0.9332 2.8184 -0.9313 0.7481
Cl 0.5777 5.3974 -1.1742 0.5965
Cl -2.8725 2.6429 2.6714 0.6835
Cl -0.8231 4.5094 1.3211 0.5876
Cl -1.1851 2.3480 5.0763 0.7863
C -0.0375 -1.8058 -4.9396 -0.2063
C -1.5307 -4.1486 1.5574 -0.2491
C 2.1349 2.0192 -2.7346 -0.2025
C 1.9449 2.3547 -1.2579 -0.4152
C 2.5060 -2.2265 0.0909 -0.1360
C 1.6619 -0.3174 3.8601 -0.1164
C -1.7401 -3.0166 -6.4688 -0.1045
C 4.0230 1.1246 -6.9470 -0.0982
C -4.0171 -0.1136 -3.5215 -0.2779
C -0.2489 -2.7293 -6.1535 -0.2464
C -4.5694 -1.4636 -3.8485 -0.2216
C -0.4456 -0.3821 5.3506 -0.2425
C 3.0815 2.8518 3.1689 -0.2121
C 2.6937 -1.6363 -2.1666 -0.1431
C 1.6417 -0.9305 -3.1405 -0.2309
C 3.5673 0.5677 -4.4740 -0.1743
C 0.0017 0.1470 -0.8716 -0.2374
C -4.9630 -2.3673 -2.7051 -0.2319
C 1.4409 -1.5913 -4.5380 -0.1542
C -0.9944 -0.6798 6.8105 -0.1649
C -0.6389 1.1786 1.4422 -0.3291
C 0.1489 3.9958 -0.0717 -1.6058
C 0.8488 4.0098 3.9662 -0.3585
C 0.4303 0.3991 0.6267 -0.2020
C -1.7114 -1.2833 -2.3624 -0.0614
C 0.9786 6.5812 3.8660 -0.1381
C -5.3981 -3.7811 -3.1705 -0.2164
C 4.1775 1.6374 -5.4544 -0.2037
C -0.3321 1.2488 2.8742 -0.2440
C 0.9613 -0.9078 5.0965 -0.1953
C 3.3100 1.5792 2.2759 -0.1075
C -0.2210 0.0932 7.9803 -0.2386
C -1.1783 -0.7838 -1.0314 -0.2090
C -0.5421 1.6005 8.0971 -0.1334
C -4.1664 -4.7260 -3.4913 -0.0833
C -4.6707 0.6006 -2.3519 -0.0903
C -2.7127 -3.2426 2.0097 -0.0856
C 1.4497 5.3326 4.5784 -0.2339
C -0.5221 -3.3085 0.8413 -0.2310
C 0.6960 -4.0888 0.2572 -0.1641
C 1.6438 -3.2634 -0.6575 -0.2185
C 1.8059 2.8025 4.0746 -0.2080
C -2.3437 3.3914 4.1858 -1.7497
C 3.2338 1.0130 -2.9983 -0.2702
H 4.0647 1.7268 1.5034 0.0785
H -0.5166 1.9406 9.1324 0.0669
H 0.8436 -0.1200 8.0771 0.0912
H 1.0077 -2.8018 -1.4128 0.1001
H 1.2996 1.8911 3.7568 -0.0279
H -3.5793 -3.8648 2.2333 0.0629
H 0.6969 -1.0856 -2.6196 0.0499
H -2.4551 -2.6269 2.8714 0.0631
H 0.3231 -4.9879 -0.2333 0.1042
H -0.5804 -0.9381 -5.3144 0.1175
H -4.0373 0.5416 -4.3924 0.1168
H -0.0824 3.8438 4.5079 -0.0863
H 3.6989 -1.2404 -2.3112 0.1006
H 5.2090 1.7717 -5.1287 0.0973
H -0.1037 -2.5748 1.5303 0.1103
H -0.2883 0.2182 3.2262 0.0596
H 2.3568 -3.9573 -1.1028 0.1137
H 1.1802 5.4925 5.6223 0.1072
H -0.5579 -0.3956 8.8944 0.0874
H -0.9525 -2.7211 0.0302 0.0562
H 1.1257 -0.5642 2.9438 0.0525
H 3.6121 0.6978 2.8415 0.0603
H 1.0468 -1.9869 5.2244 0.1115
H -1.8989 -4.9436 0.9089 0.1043
H 1.1946 1.7451 -0.7544 -0.0330
H -0.1103 6.5744 3.8172 0.0056
H -3.6070 -4.1634 -4.2387 0.0269
H -4.5664 0.0513 -1.4162 0.0661
H -2.0710 -0.5178 6.8634 0.0993
H -5.9627 -4.2013 -2.3382 0.0919
H 1.6452 -0.5465 5.8646 0.0990
H -1.5311 1.7357 7.6593 0.0386
H 4.7625 0.3307 -7.0513 0.0627
H 4.2313 1.8886 -7.6960 0.0593
H -1.0951 -4.7058 2.3867 0.1077
H 0.6280 1.7152 3.0952 0.0044
H 2.0614 -1.0774 -5.2721 0.0762
H -1.0362 1.7799 3.5147 -0.1205
H 1.6225 0.7719 3.8650 0.0098
H 2.3797 1.4807 1.7165 -0.0098
H -2.0741 -0.4579 -0.5028 0.1040
H -0.0971 1.0994 -1.3924 -0.0113
H 1.5518 3.3710 -1.2312 -0.0610
H 0.2054 2.2236 7.6059 0.0506
H -2.0957 -0.4588 -2.9629 0.0367
H 2.9639 3.7068 2.5031 0.0594
H -1.6271 0.8176 1.1573 0.0867
H -1.8381 -3.3990 -7.4848 0.0681
H -0.9747 -1.6800 -0.4454 0.0397
H 3.2247 -1.6535 -0.4949 0.0567
H 1.7787 -2.6265 -4.4882 0.1126
H -4.1750 -2.3973 -1.9526 0.0833
H 3.0487 0.6738 -7.1359 0.0608
H -2.5001 -2.0168 -2.1952 0.0801
H -1.1331 -0.9112 4.6906 0.1079
H -3.1112 -2.6782 1.1667 0.0623
H 3.0474 -2.7382 0.8866 0.0988
H -2.9392 -0.1949 -3.3811 0.0138
H 3.6200 2.5705 -5.3734 0.0898
H -0.8930 -1.7266 7.0969 0.0939
H 2.3848 2.9073 -3.3150 0.1096
H 1.3627 0.9636 0.6372 0.0254
H -3.4880 -4.8251 -2.6439 0.0645
H 2.6995 -0.5663 3.6373 0.0746
H -0.8923 -1.7425 -2.9160 0.0254
H 2.1002 2.5916 5.1027 0.1307
H -2.3020 -3.7069 -5.8397 0.0437
H 4.0918 1.4460 -2.4840 0.1211
H 0.1488 -3.7275 -5.9702 0.0976
H 1.1680 -4.5512 1.1241 0.1051
H -5.4679 -1.3075 -4.4455 0.1189
H 0.4205 4.3041 3.0080 -0.0449
H 2.6303 -2.7213 -2.2497 0.0782
H 2.3623 -1.2889 -1.1880 0.0003
H 3.9497 3.1450 3.7591 0.1005
H -0.5374 -2.1526 -4.0352 0.0603
H 1.3946 7.4593 4.3600 0.0778
H 2.8210 2.3684 -0.6097 0.0641
H 1.2954 1.6160 -3.3010 0.1112
H 4.1421 -0.3465 -4.3258 0.1201
H 0.2881 -2.4089 -7.0463 0.1052
H 2.5969 0.2674 -4.8693 0.0590
H -4.4159 -5.6785 -3.9588 0.0656
H 0.8097 -0.4531 -1.2900 0.0646
H -0.5472 0.6937 5.2078 -0.0538
H -5.7749 -1.9169 -2.1341 0.1069
H -2.3157 -2.0992 -6.3451 0.0553
H -3.8664 -1.9222 -4.5439 0.0950
H 2.5309 5.3116 4.4419 0.1021
H 1.6664 0.1576 -3.2003 0.0443
H -4.3016 1.6228 -2.2691 0.0691
H 1.9283 -1.4494 0.5913 0.0597
H -0.6184 2.1644 0.9776 -0.0743
H 2.9998 0.1311 -2.4020 0.0299
H 1.4243 6.5364 2.8723 0.0769
H -6.0299 -3.7303 -4.0572 0.1008
H 0.6429 -0.5828 1.0495 0.0653
H -5.7493 0.7358 -2.4332 0.0742
```